{
  "formula": "C3H17N2O3",
  "method": "ωB97M-V with the def2-TZVPD basis set",
  "fmax_ev_per_a": 3.78,
  "e_lumo_ev": -2.8956,
  "charge": 1,
  "e_above_lowest_ev": 2.570,
  "symbols": ["C", "C", "C", "N", "N", "H", "H", "H", "H", "H", "H", "H", "H", "H", "H", "H", "H", "H", "O", "H", "H", "O", "H", "H", "O"],
  "positions_angstrom": [[0.0924, -0.5692, 1.2152], [-1.0432, -1.0679, 0.4240], [-0.7490, -1.5844, -1.0064], [-0.9696, -0.4032, -1.9884], [0.4878, 0.8635, 0.9599], [1.0815, -1.0731, 1.0939], [-0.0431, -0.7809, 2.3232], [-1.7838, -0.2750, 0.4798], [-1.3485, -1.9280, 1.0795], [0.2712, -1.9168, -1.1464], [-1.5199, -2.3236, -1.3338], [-1.1306, -0.8886, -2.8156], [-1.9074, 0.0089, -1.7518], [-0.3383, 1.2675, 0.5624], [0.7513, 1.2616, 1.9268], [1.2447, 1.1663, 0.2598], [2.5074, 1.4565, -2.6746], [1.5437, 0.2985, -2.6908], [2.1389, 0.7664, -2.0984], [-2.0397, 2.5178, -0.9936], [-2.7358, 2.3321, 0.0826], [-2.0616, 1.7688, -0.3571], [2.1916, -0.3516, 3.5166], [3.1801, -0.2217, 2.3865], [2.1799, -0.3236, 2.5469]],
  "atomic_forces_ev_per_a": [[3.375, -1.421, 0.920], [-0.077, -1.761, 0.267], [-2.072, 2.139, -0.811], [-0.366, 0.050, 2.733], [1.029, 1.512, 1.354], [-1.408, -0.319, -0.536], [-0.260, 1.153, -1.339], [-0.647, -0.496, -0.387], [-0.324, 0.638, -0.889], [0.064, -0.343, 0.178], [0.958, -0.010, 0.785], [-0.222, -0.572, -2.203], [1.293, -0.507, -0.266], [-1.015, 1.145, -0.061], [-0.493, -0.400, -2.184], [-0.890, -1.528, 0.994], [0.017, -0.246, 0.383], [-0.370, -0.165, 0.147], [0.217, 0.523, -0.169], [1.349, -1.068, -0.981], [-0.187, -1.388, 1.312], [-1.204, 2.787, -0.220], [-0.253, -0.132, -0.059], [-2.083, -0.229, 0.040], [3.568, 0.639, 0.995]]
}

***

{
  "formula": "C3H17O5",
  "method": "ωB97M-V with the def2-TZVPD basis set",
  "fmax_ev_per_a": 2.75,
  "multiplicity": 2,
  "s2": 0.750,
  "e_lumo_ev": [0.2638, 0.3220],
  "e_above_lowest_ev": 0.000,
  "symbols": ["O", "H", "H", "H", "O", "H", "H", "O", "H", "H", "O", "H", "H", "C", "C", "C", "O", "H", "H", "H", "H", "H", "H", "H", "H"],
  "positions_angstrom": [[0.7821, 0.2615, -0.7654], [-0.1704, 0.3695, -0.7142], [1.1571, 0.8775, -1.3990], [1.2174, 0.3955, 0.0797], [2.9942, -1.3797, 0.3710], [2.7704, -1.4187, 1.3008], [3.9502, -1.3352, 0.3559], [1.5022, 1.8940, -2.6770], [1.9568, 1.6721, -3.4896], [1.1137, 2.7524, -2.8461], [1.7517, 1.2738, 1.4364], [1.3152, 0.9659, 2.2307], [2.3298, 1.9751, 1.7368], [-1.7434, -1.9317, -0.1972], [-2.1874, -0.5271, 0.1225], [-1.6677, -0.0420, 1.4754], [-1.8287, 0.3593, -0.8900], [-2.0326, -2.6477, 0.5720], [-0.6590, -1.9622, -0.3026], [-2.2257, -2.2795, -1.1108], [-3.2577, -0.4409, 0.3097], [-0.5920, -0.1109, 1.6369], [-1.9808, -0.6776, 2.3037], [-1.9216, 1.0170, 1.5223], [-2.5740, 0.9396, -1.0618]],
  "atomic_forces_ev_per_a": [[0.324, -1.801, -0.611], [-1.696, 0.511, -0.142], [0.581, 1.212, -1.455], [1.057, 0.541, 1.895], [-0.241, -0.176, -0.473], [-0.106, 0.092, 0.456], [0.318, 0.075, -0.017], [-0.005, -0.234, 0.195], [0.296, -0.274, -0.294], [-0.249, 0.483, 0.173], [-0.302, -0.531, -0.919], [-0.388, -0.267, 0.904], [0.605, 0.687, 0.058], [-0.313, -0.226, -0.375], [-0.624, -0.887, 2.524], [0.889, -0.005, -0.091], [0.387, 0.494, -1.052], [0.051, 0.215, 0.220], [-0.002, -0.119, -0.106], [0.215, 0.029, -0.189], [-0.337, -0.495, -0.625], [0.326, 0.109, -0.632], [-0.843, 0.341, 0.002], [-0.175, -0.083, 0.724], [0.233, 0.307, -0.170]]
}

***

{
  "formula": "C3H17O5",
  "method": "ωB97M-V with the def2-TZVPD basis set",
  "fmax_ev_per_a": 1.27,
  "e_lumo_ev": -3.0579,
  "charge": 1,
  "e_above_lowest_ev": 0.200,
  "symbols": ["O", "H", "H", "H", "O", "H", "H", "O", "H", "H", "O", "H", "H", "C", "C", "C", "O", "H", "H", "H", "H", "H", "H", "H", "H"],
  "positions_angstrom": [[2.4782, 1.2682, 1.4381], [1.9839, 0.3867, 1.4070], [2.9639, 1.4775, 0.5676], [1.7779, 1.9810, 1.6161], [0.5981, 3.0307, 2.0185], [0.3439, 3.8902, 1.6561], [0.4329, 3.0952, 2.9705], [1.3877, -1.1091, 1.7166], [0.6185, -1.3645, 2.2451], [1.7530, -1.9391, 1.3817], [3.5351, 1.8026, -0.9074], [4.2802, 2.3173, -1.2461], [3.0845, 1.4551, -1.6900], [-2.8594, -1.8057, -2.0320], [-2.0285, -1.6669, -0.7859], [-1.0688, -0.4660, -0.8519], [-2.8349, -1.4575, 0.3849], [-3.4835, -2.6935, -1.9603], [-2.2259, -1.8393, -2.9262], [-3.4148, -0.8854, -2.2359], [-1.4283, -2.5736, -0.6154], [-0.5156, -0.4120, 0.0822], [-1.6278, 0.4353, -1.0869], [-0.3398, -0.7000, -1.6342], [-3.4105, -2.2270, 0.4878]],
  "atomic_forces_ev_per_a": [[-0.460, 0.217, -0.362], [0.362, -0.184, 0.154], [-0.213, -0.119, 0.139], [0.174, 0.159, -0.016], [0.057, -0.011, 0.279], [0.101, -0.172, -0.080], [0.002, -0.014, -0.174], [-0.064, -0.196, -0.002], [0.073, 0.184, -0.091], [0.027, 0.182, 0.013], [-0.089, -0.055, -0.244], [-0.052, -0.063, 0.247], [0.053, 0.048, 0.174], [0.345, 0.511, -0.581], [0.511, 0.580, 0.675], [-0.121, -1.227, -0.290], [-0.002, -0.238, -0.194], [-0.232, 0.130, -0.295], [0.116, -0.599, 0.202], [-0.471, -0.237, 0.496], [-0.050, 0.037, -0.194], [-0.143, 0.343, 0.112], [0.137, 0.182, 0.115], [-0.072, 0.332, -0.095], [0.011, 0.210, 0.014]]
}

***

{
  "formula": "C3H18NO4",
  "method": "ωB97M-V with the def2-TZVPD basis set",
  "fmax_ev_per_a": 5.01,
  "e_lumo_ev": -3.1416,
  "charge": 1,
  "e_above_lowest_ev": 2.685,
  "symbols": ["C", "C", "C", "N", "H", "H", "H", "H", "H", "H", "H", "H", "H", "H", "H", "H", "O", "H", "H", "O", "H", "H", "O", "H", "H", "O"],
  "positions_angstrom": [[1.0283, 0.5176, 2.4016], [-0.0356, 0.3170, 1.2984], [-1.3493, 1.0960, 1.7371], [0.3157, 0.6062, -0.0939], [1.7951, -0.1616, 1.8565], [1.4426, 1.5015, 2.7431], [0.6047, -0.1070, 3.1938], [-0.4044, -0.8489, 1.2153], [-2.1851, 0.7292, 1.2576], [-1.2066, 2.1096, 1.6854], [-1.6237, 0.8894, 2.7689], [0.4443, -0.2872, -0.6363], [-0.3588, 1.2255, -0.6207], [1.0875, 1.2995, -0.2936], [-1.6091, -2.3108, 0.3470], [-2.6958, -1.4256, 0.7610], [-1.9192, -1.4596, 0.1594], [3.2387, -0.0500, -2.4401], [1.6803, 0.0337, -2.5894], [2.4645, 0.5284, -2.2714], [-0.6872, 1.1549, -3.0821], [-1.9767, 0.3435, -2.5633], [-1.0460, 0.7464, -2.3106], [1.6643, -2.4658, -1.3207], [0.4694, -1.8816, -2.0295], [0.8622, -2.1001, -1.1733]],
  "atomic_forces_ev_per_a": [[1.232, -2.601, -2.486], [-3.438, -1.026, 2.500], [2.021, -2.570, 0.795], [0.691, 2.399, -1.938], [0.025, 1.315, 1.803], [-0.761, -0.831, -0.702], [0.500, 0.504, 0.304], [1.560, 3.221, 0.704], [-1.728, -0.219, -1.766], [0.128, 2.622, -0.475], [0.660, -0.160, 0.347], [0.195, 1.034, 0.512], [-0.458, -1.650, 0.692], [0.295, -1.612, 0.876], [1.039, -2.309, 0.029], [0.466, 0.281, -0.687], [-2.013, 1.465, 0.175], [-0.708, 0.532, 0.074], [0.933, 0.337, 0.078], [-0.252, -0.767, -0.197], [0.025, 0.529, -1.126], [2.876, 1.350, 0.631], [-3.022, -1.813, -0.065], [4.075, -1.901, -0.782], [0.049, -0.455, 0.082], [-4.390, 2.328, 0.620]]
}

***

Across the entries above, DFT total energy takes the values -12502.2912, -13620.3875, -13618.1813, -13075.7546 eV, respectively.